No. 1
26
Properties=species:S:1:pos:R:3:mulliken_charge:R:1 method="wB97M-V/def2-TZVPD" e_tot_ha=-1332.08428 charge=-2 e_above_lowest_ev=1.366 e_homo_ev=0.07 smiles="CCC(CC)(c1cscn1)P(=O)([O-])[O-]"
C 2.2230 -0.3972 -0.0229 -0.28
C 2.3001 2.0595 0.0291 -0.23
C 0.9591 0.2657 -0.0731 -0.91
C -1.0563 1.3213 -1.9190 -1.59
C -0.4751 -0.1672 2.4019 -1.48
C -1.1524 -0.1353 -1.4538 -0.93
C -1.2214 0.0582 1.1091 -0.51
C -0.4424 -0.3642 -0.1208 1.63
N 1.1187 1.6175 0.0035 -0.45
O -1.4458 -3.0108 -0.3480 -0.90
O 0.7166 -2.3761 -1.5425 -0.75
O 0.7153 -2.5982 1.0241 -0.79
P -0.0732 -2.3258 -0.2616 0.82
S 3.4991 0.7598 -0.0383 -0.30
H 2.2686 -1.4347 0.0244 0.54
H 2.6352 3.0735 0.1256 0.42
H -1.1139 2.0347 -1.0850 0.29
H -0.1219 1.5505 -2.2182 0.43
H -1.7302 1.4686 -2.7321 0.44
H 0.3504 0.4692 2.6002 0.33
H -0.1851 -1.1792 2.3234 0.35
H -1.0867 0.0760 3.2369 0.46
H -2.1529 -0.2279 -1.1604 0.38
H -0.8764 -1.0042 -2.1351 0.41
H -1.9636 -0.6770 1.1446 0.44
H -1.6889 1.1434 1.0880 0.18

No. 2
27
Properties=species:S:1:pos:R:3:mulliken_charge:R:1 method="wB97M-V/def2-TZVPD" e_tot_ha=-1464.16083 charge=-1 e_above_lowest_ev=0.035 e_homo_ev=-3.80
C -0.3555 -0.4032 -1.3727 0.67
C -1.3922 1.3712 -0.0743 0.42
C -2.9735 0.0808 0.9923 0.31
C 0.4669 -1.9872 -2.9394 -1.03
C 2.1247 0.7455 3.0513 -1.91
C -0.6852 -1.8144 -1.9804 -0.57
C -2.2563 -0.7219 0.1438 -0.59
C 1.4425 1.1270 1.7325 0.38
N -1.2893 0.0712 -0.5529 0.37
O -2.3671 1.5142 0.7964 -0.40
O 0.4731 0.3106 -1.9019 -0.68
O -0.6383 2.2332 -0.4401 -0.66
O -3.7875 0.0104 1.8752 -0.70
S 1.6067 2.9546 1.6352 -0.29
S 2.6766 0.2392 0.5021 -0.26
H 0.3229 -1.2791 -3.6831 0.31
H 0.4990 -3.0269 -3.5017 0.31
H 1.4847 -1.9041 -2.3901 0.22
H 2.0048 -0.2383 3.2169 0.51
H 3.1203 1.0677 3.0320 0.47
H 1.6407 1.3030 3.7960 0.48
H -1.6847 -1.8381 -2.5542 0.28
H -0.7483 -2.5385 -1.2311 0.39
H -2.6791 -1.6891 0.0408 0.35
H 0.4630 0.8224 1.7160 0.24
H 0.6211 3.2488 0.6678 0.23
H 1.9101 0.3409 -0.5765 0.15

No. 3
22
Properties=species:S:1:pos:R:3:mulliken_charge:R:1 method="wB97M-V/def2-TZVPD" e_tot_ha=-462.42309 e_above_lowest_ev=2.265 e_homo_ev=-8.61 smiles=Cc1ccc(O)cc1.CO
C 2.0955 -1.5209 -0.2313 -0.31
O 2.6660 -1.3197 1.0979 -0.53
H 3.4762 -1.8532 1.1845 0.30
H 1.2831 -2.2678 -0.1714 0.16
H 2.9114 -1.8178 -0.8021 0.42
H 1.5054 -0.5288 -0.4989 -0.04
C -0.8611 1.1899 -2.5138 -1.14
C -0.7599 -0.0271 1.6786 0.74
C -1.5040 -0.6690 0.7652 -0.77
C -0.3748 1.3045 1.3730 -0.26
C -1.4541 -0.1560 -0.4960 -0.02
C -0.3800 1.7934 0.1387 -0.10
C -0.8377 1.0327 -0.9734 0.04
O -0.4262 -0.5003 2.9760 -0.52
H -1.3174 -0.7473 3.2626 0.34
H -1.9178 -1.6646 1.0355 0.31
H 0.1039 2.1235 2.1418 0.14
H -1.7466 -0.8169 -1.3326 0.12
H 0.0505 2.8542 0.0324 0.21
H 0.1776 1.4144 -2.8087 0.30
H -1.5548 1.9842 -2.8522 0.31
H -1.1352 0.1927 -3.0058 0.30

No. 4
22
Properties=species:S:1:pos:R:3:mulliken_charge:R:1 method="wB97M-V/def2-TZVPD" e_tot_ha=-461.63767 charge=+2 e_homo_ev="-20.28 / -20.27"
C -0.3858 0.6631 -0.4932 0.40
C 0.4390 -0.5292 -0.3998 0.63
C -1.7475 -1.2114 -0.4778 -0.44
C 1.7771 1.3751 -0.2540 -0.51
C -1.7951 0.3076 -0.4772 0.20
C 1.8395 -0.2767 -0.3166 0.08
C -2.6499 1.0000 0.7145 -1.28
C 2.6077 -1.1051 0.6920 -1.15
O -0.2363 -1.5828 -0.4294 -0.33
O 0.5371 1.8539 -0.3643 -0.19
H -2.2108 -1.7609 0.3862 0.36
H -2.0115 -1.7217 -1.4529 0.32
H 2.0531 1.6094 0.8061 0.37
H 2.5036 1.8241 -0.8749 0.44
H -2.3467 0.5655 -1.2966 0.39
H 2.2237 -0.3441 -1.3540 0.37
H -3.6809 0.8132 0.3639 0.40
H -2.4442 2.0183 0.7668 0.41
H -2.5220 0.5180 1.6159 0.44
H 2.1731 -0.6521 1.6918 0.35
H 3.6393 -1.1437 0.6431 0.40
H 2.2376 -2.2205 0.5105 0.33

No. 5
23
Properties=species:S:1:pos:R:3:mulliken_charge:R:1 method="wB97M-V/def2-TZVPD" e_tot_ha=-860.46659 e_above_lowest_ev=4.818 e_homo_ev="-8.50 / -8.52"
C 2.1034 1.0684 -0.0921 -0.80
C 1.8722 0.2004 1.1293 -0.66
C 2.0726 0.2492 -1.4590 -0.87
C 0.5988 -0.7179 0.8952 -0.13
C 0.7794 -0.6048 -1.4544 -0.23
C 0.6097 -1.6493 -0.3312 -0.65
C -0.2269 -0.4622 -0.3210 -0.24
C -3.2874 0.8807 1.0347 -0.80
O -3.1782 -1.8135 0.0369 -0.57
O -3.3019 0.0553 -1.5947 -0.59
S -2.8596 -0.4120 -0.3074 1.05
H 1.4036 1.9140 -0.1860 0.30
H 3.1076 1.4651 -0.0305 0.43
H 2.8211 -0.4219 1.5018 0.30
H 1.5881 0.9147 1.9212 0.32
H 1.8795 0.8704 -2.2973 0.41
H 2.9798 -0.4547 -1.4273 0.30
H 0.0831 -1.0884 1.7085 0.52
H 0.3098 -0.8867 -2.3102 0.56
H 0.5632 -2.6805 -0.3757 0.42
H -3.9159 0.5976 1.9209 0.32
H -2.2816 1.1903 1.3587 0.23
H -3.7203 1.7859 0.6796 0.37

No. 6
25
Properties=species:S:1:pos:R:3:mulliken_charge:R:1 method="wB97M-V/def2-TZVPD" e_tot_ha=-902.36228 e_above_lowest_ev=2.279 e_homo_ev="-7.13 / -6.67"
C 0.4583 1.4636 -0.8059 0.60
C -2.9398 0.8191 -0.9087 0.47
C 0.4779 -1.6260 0.2144 0.47
C 0.4757 -0.2285 0.8133 1.31
C 1.1844 2.2431 -1.8251 -1.10
C -3.3779 -0.6047 -0.8380 -0.81
C 0.7034 -2.8091 1.0545 -1.43
C 1.0560 -0.0080 2.2100 -1.39
O 1.2051 0.6623 0.0131 -0.42
O -3.6124 1.5991 -1.5604 -0.59
O 0.2859 -1.6244 -0.9779 -0.54
O -0.8821 0.0578 0.8066 -0.35
Si -1.2655 1.1289 -0.3346 0.03
H 0.7140 3.2723 -1.9054 0.32
H 1.1478 1.8334 -2.7830 0.31
H 2.1764 2.3389 -1.4814 0.34
H -3.5611 -0.8555 -1.8243 0.34
H -2.4788 -1.2228 -0.4908 0.13
H -4.3278 -0.7333 -0.3788 0.34
H 0.3738 -3.7277 0.4219 0.34
H 1.7121 -2.9606 1.3125 0.38
H 0.3141 -2.7174 2.1091 0.33
H 1.9751 -0.6226 2.4608 0.27
H 1.4587 1.0531 2.4001 0.31
H 0.1420 -0.4218 2.7866 0.34